(1)
108
Properties=species:S:1:pos:R:3 method="wB97M-V/def2-TZVPD" e_homo_ev=-8.42 relative_energy_kcal_mol=50.9 smiles=COCCNCCOC.COCCNCCOC.COCCNCCOC.COCCNCCOC.O.O.O.O largest_force_ev_per_a=3.71 molar_mass_da=604.8 lumo_ev=0.4 energy_ha=-2076.880631 homo_lumo_gap_ev=8.83
O 0.69 2.72 -4.32
O 0.67 -2.50 -3.41
O 4.40 1.72 -0.53
O -1.39 -6.28 -2.68
O -2.14 -3.93 2.74
O -5.44 -1.80 5.45
O 2.06 3.51 3.63
O 1.87 -0.22 -0.36
O -2.84 0.47 0.71
O 2.89 5.44 -0.40
O -0.05 -3.15 1.38
O 2.30 -2.02 1.79
N -4.06 -2.00 3.04
N 0.92 5.05 1.64
N -0.74 -3.95 -1.51
N 3.38 2.96 -2.94
C -5.18 -2.22 6.80
C -0.51 2.00 -4.47
C 1.65 -1.57 -3.77
C -5.43 -2.47 3.14
C 1.53 5.08 -0.67
C 2.70 2.28 3.92
C -1.37 -3.12 -2.55
C -5.66 -2.91 4.58
C 4.74 2.93 -2.55
C -2.37 -5.75 -1.83
C 0.69 3.22 3.34
C 3.48 6.28 -1.31
C 0.99 4.20 0.47
C 1.79 1.83 -4.37
C -3.95 -1.18 1.83
C 0.09 4.52 2.73
C 3.11 2.53 -4.31
C -1.67 1.31 0.61
C -1.70 -6.84 -3.90
C 4.96 2.93 -1.08
C -1.63 -4.86 -0.84
C -2.54 -0.65 1.50
C -0.47 -2.00 -2.88
C 4.49 1.74 0.83
H -0.89 -6.63 -4.57
H -6.70 -3.38 4.60
H -1.56 -3.70 -3.45
H -1.05 -5.52 -0.17
H 1.59 4.50 -1.53
H 4.60 6.25 -1.11
H 3.16 3.30 -5.02
H 6.00 2.89 -0.77
H 1.32 -0.96 -4.56
H -2.05 -1.40 0.99
H -4.15 -1.78 0.95
H -2.29 -4.33 -0.15
H 5.22 3.75 -2.96
H 3.68 2.36 1.29
H 0.12 2.94 4.27
H 0.56 2.38 2.69
H -1.86 -7.91 -3.93
H -0.07 4.02 0.16
H -1.32 2.76 -4.62
H -4.59 -0.29 1.85
H -2.06 -0.26 2.39
H 1.82 1.22 -5.36
H -3.75 -1.52 3.90
H -2.62 -4.78 2.55
H 5.46 2.19 1.13
H -2.33 -2.68 -2.06
H -5.49 -3.30 2.40
H 1.73 1.21 -3.47
H 3.91 1.77 -4.58
H -0.30 -3.28 0.44
H -2.78 -3.22 3.02
H -0.85 0.85 0.01
H 2.68 0.27 -0.48
H -0.28 -1.42 -1.94
H 2.53 1.51 3.12
H -0.68 1.37 -3.58
H -4.24 -2.85 6.88
H -2.88 -6.53 -1.21
H -0.71 -3.60 1.91
H -3.10 -5.20 -2.41
H 0.92 5.96 -0.79
H -6.15 -1.60 2.85
H -2.55 -6.26 -4.32
H 4.28 0.75 1.28
H -4.92 -3.68 4.79
H 1.95 -0.85 -2.97
H 3.08 7.31 -1.18
H 1.54 3.22 0.50
H -2.00 2.33 0.30
H 4.55 3.84 -0.70
H -4.97 -1.30 7.37
H 3.78 2.35 4.11
H 1.81 5.32 2.00
H 3.24 5.92 -2.26
H -0.01 5.17 3.61
H 2.57 -2.15 -4.06
H 1.94 -0.72 0.52
H 1.38 -2.33 1.76
H -1.25 1.46 1.65
H 2.27 1.91 4.90
H 2.78 -2.54 1.16
H -1.03 -1.28 -3.48
H 0.01 -4.49 -1.96
H 5.29 2.09 -3.03
H 2.88 2.42 -2.28
H -0.97 4.37 2.41
H -5.98 -2.86 7.18
H -0.47 1.40 -5.40

***

(2)
87
Properties=species:S:1:pos:R:3 method="wB97M-V/def2-TZVPD" e_homo_ev=-12.01 largest_force_ev_per_a=3.76 molar_mass_da=1413.4 charge=+1 lumo_ev=-6.1 energy_ha=-13774.089741 homo_lumo_gap_ev=5.91
Cl 5.66 -3.40 8.93
Cl -2.54 -4.88 8.46
Cl 1.64 -5.83 -3.85
Cl 3.24 -4.98 9.36
Cl -1.35 7.80 -1.34
Cl -5.17 7.17 -4.57
Cl -3.67 -7.30 7.27
Cl 3.57 0.69 5.46
Cl 3.05 -2.20 -7.30
Cl 0.45 -3.53 7.68
Cl 2.55 1.84 2.97
Cl 0.63 0.35 -7.26
Cl -5.59 1.07 3.03
Cl -7.60 5.59 -4.18
Cl -3.80 -3.11 -4.36
Cl 2.74 0.80 -9.23
Cl 2.31 -1.28 7.76
Cl -6.63 2.23 0.56
Cl -3.18 5.52 -1.43
Cl -1.00 -2.47 -3.88
Cl -1.26 -5.61 -3.54
Cl 2.32 -1.42 -4.58
Cl -6.13 -2.82 3.58
Cl -8.77 -2.47 4.78
S 5.44 2.03 -0.15
S 0.33 2.26 -2.19
F 7.16 3.71 -1.10
F -1.90 0.24 -1.41
F 7.97 1.70 -0.78
F -2.91 2.13 -0.78
F -0.79 3.31 -0.05
F 6.75 2.13 -2.51
F -2.06 0.79 0.66
F 0.28 1.47 0.33
O 5.88 1.15 0.89
O 0.65 3.65 -2.33
O -0.45 1.82 -3.32
O 4.94 3.27 0.37
N 4.21 -0.01 -1.54
C 4.09 1.27 -1.08
C -2.63 -2.54 -3.18
C -6.48 6.76 -3.46
C 1.87 1.31 -2.00
C -1.90 1.29 -0.59
C -5.25 2.13 1.67
C 3.26 -0.63 -2.22
C 2.08 -2.60 -5.90
C 3.93 1.73 4.08
C -0.55 2.11 -0.56
C 6.94 2.41 -1.21
C 1.18 1.34 -8.61
C 2.93 1.97 -1.29
C 0.16 -6.63 -3.29
C -7.66 -1.93 3.52
C 1.84 -2.76 6.91
C -2.81 -5.78 6.97
C 2.00 0.01 -2.49
C -1.80 6.32 -2.19
C 4.36 -3.81 10.06
H 5.07 -0.52 -1.36
H 4.77 1.32 3.54
H -1.85 -6.01 6.52
H 1.18 -0.46 -3.02
H 1.03 -2.59 -6.18
H -2.06 6.57 -3.22
H 2.81 2.99 -0.91
H 0.26 -6.84 -2.23
H 0.44 1.28 -9.41
H 1.27 2.37 -8.28
H -5.03 3.13 2.04
H 0.03 -7.55 -3.84
H 2.35 -3.58 -5.54
H 4.79 -4.24 10.96
H 1.58 -2.51 5.89
H -7.03 7.66 -3.22
H 4.17 2.72 4.44
H -7.46 -0.88 3.65
H -0.95 5.64 -2.18
H 3.81 -2.91 10.30
H -8.12 -2.10 2.55
H -4.40 1.74 1.13
H 2.68 -3.45 6.92
H -2.61 -3.23 -2.34
H -3.41 -5.17 6.30
H 3.41 -1.66 -2.55
H -6.05 6.33 -2.56
H -2.91 -1.55 -2.85

***

(3)
48
Properties=species:S:1:pos:R:3 method="wB97M-V/def2-TZVPD" e_homo_ev=-12.79 relative_energy_kcal_mol=47.2 largest_force_ev_per_a=2.44 molar_mass_da=690.2 charge=+1 lumo_ev=-5.6 energy_ha=-2259.377452 homo_lumo_gap_ev=7.16
W 0.73 0.24 -0.75
S 1.69 -0.08 -2.81
O -4.44 2.87 -1.61
O -0.88 -1.98 6.26
O -5.23 0.99 -0.71
O 1.89 -1.06 -0.01
O 1.51 0.99 0.83
O -3.76 -1.96 2.47
O 0.24 2.13 -1.30
O -3.15 -0.99 0.65
O -1.30 2.18 0.33
O -0.61 -0.75 0.17
O 1.22 -1.50 6.05
N 1.88 -0.35 1.27
N -3.20 -0.37 -2.39
N 0.09 -1.66 5.62
N -1.10 0.09 -2.10
N -2.93 -1.46 1.76
C -3.17 0.92 -1.89
C -1.85 1.20 -1.75
C 0.99 -1.05 3.41
C -1.37 -1.58 3.65
C -4.36 1.70 -1.45
C -1.55 -1.36 2.30
C -1.95 -0.85 -2.48
C -0.48 -1.01 1.48
C -0.10 -1.43 4.17
C -1.03 2.04 -0.83
C 4.11 0.15 -1.49
C 0.79 -0.85 2.06
C 4.04 2.94 -1.52
C 3.01 2.23 -2.10
C -1.60 -2.23 -2.91
C 5.14 0.88 -0.93
C 3.02 0.83 -2.05
C 5.10 2.27 -0.93
H -4.82 0.20 -0.32
H 1.96 -0.91 3.86
H 4.13 -0.93 -1.48
H 5.90 2.83 -0.47
H 5.99 0.36 -0.48
H -4.02 -0.86 -2.70
H -0.53 -2.33 -3.02
H -2.20 -1.86 4.28
H 4.02 4.02 -1.54
H -1.95 -2.95 -2.17
H 2.18 2.74 -2.58
H -2.07 -2.47 -3.87

***

(4)
17
Properties=species:S:1:pos:R:3 method="wB97M-V/def2-TZVPD" s_squared=2.01 e_homo_ev="-7.90 / -10.64" multiplicity=3 relative_energy_kcal_mol=0.0 largest_force_ev_per_a=6.92 molar_mass_da=212.1 lumo_ev="-1.0 / -5.7" energy_ha=-1146.822230 homo_lumo_gap_ev="6.86 / 4.95"
S -1.81 -0.38 -0.05
O -0.19 2.97 0.58
O -2.38 -0.06 -1.28
O -2.04 2.23 -0.23
O 0.76 -3.34 0.65
O -2.43 -0.38 1.22
O -0.86 -1.60 -0.15
N 1.69 -1.62 -0.20
N -0.53 0.78 0.09
N -0.94 2.10 0.17
N 0.80 -2.27 0.23
C 1.55 -0.30 -0.69
C 0.87 0.55 0.35
H 1.25 1.63 0.53
H 0.89 -0.40 -1.63
H 2.47 0.15 -0.90
H 0.90 -0.07 1.33

***

(5)
8
Properties=species:S:1:pos:R:3 method="wB97M-V/def2-TZVPD" e_homo_ev=-10.63 relative_energy_kcal_mol=18.8 smiles="[H]/N=C/C(F)F" largest_force_ev_per_a=4.91 molar_mass_da=79.0 lumo_ev=0.4 energy_ha=-332.427808 homo_lumo_gap_ev=11.07
F -1.47 2.12 -0.05
F 0.27 1.94 1.44
N 0.60 -0.74 -0.44
C -0.16 -0.01 0.24
C -0.32 1.49 -0.01
H 0.78 -1.67 -0.12
H -0.64 -0.53 1.18
H 0.55 1.74 -0.72

***

(6)
83
Properties=species:S:1:pos:R:3 method="wB97M-V/def2-TZVPD" e_homo_ev="-16.21 / -16.21" relative_energy_kcal_mol=34.9 largest_force_ev_per_a=1.53 molar_mass_da=787.8 charge=+3 lumo_ev="-10.3 / -10.6" energy_ha=-2888.251666 homo_lumo_gap_ev="5.92 / 5.59"
Pt -0.04 -0.23 1.14
S 0.30 -0.35 -1.28
S -1.49 1.37 1.80
S 1.59 1.25 0.43
O 1.08 -2.18 0.76
O 1.23 -1.28 2.76
N -1.93 1.52 -0.89
N 1.28 0.76 -3.63
N -0.08 3.31 -0.23
N -3.16 -0.03 0.08
N 1.32 3.84 1.39
N -0.06 2.04 -2.44
N 2.54 -4.33 1.30
C 2.08 -0.36 -4.28
C 0.53 0.82 -2.49
C -3.45 -0.05 -1.25
C 1.00 -5.20 2.91
C 0.93 2.86 0.55
C -2.68 0.91 -1.84
C 1.15 1.97 -4.27
C 1.75 4.44 3.73
C -0.32 4.61 0.13
C -2.50 -1.81 1.63
C 2.42 3.95 2.44
C 3.46 0.22 -4.60
C 3.43 4.97 1.91
C 2.24 -1.56 -3.38
C 1.33 -0.75 -5.55
C -3.69 -1.01 1.10
C 0.33 2.76 -3.53
C 1.84 -4.12 3.60
C -4.65 -1.96 0.40
C 3.12 2.63 2.71
C 1.52 -2.19 1.96
C -4.45 -0.26 2.20
C 0.54 4.94 1.12
C 2.42 -3.32 2.42
C -2.22 0.94 0.29
C 1.89 -5.64 1.76
B -0.94 2.65 -1.32
H 1.38 -6.09 0.92
H -4.17 -2.54 -0.39
H 1.21 0.09 -6.24
H 3.84 2.81 3.50
H -5.52 -1.44 -0.01
H 2.74 -1.32 -2.45
H 2.51 4.47 4.52
H 4.22 5.10 2.65
H 2.65 -4.57 4.17
H 0.06 -4.79 2.54
H -1.08 5.20 -0.35
H 3.89 4.62 0.98
H 2.86 -2.28 -3.91
H 3.51 -4.49 1.03
H 3.40 -2.90 2.64
H 3.66 2.26 1.84
H 2.69 -6.29 2.10
H -1.95 -2.27 0.81
H 1.63 2.17 -5.21
H -5.23 0.37 1.76
H 2.05 -3.94 0.49
H 3.95 0.59 -3.70
H 0.96 3.76 4.05
H 3.43 1.01 -5.34
H -2.64 1.20 -2.88
H 0.67 5.88 1.64
H 1.28 -3.47 4.26
H -5.03 -2.67 1.14
H -1.85 -1.21 2.28
H 1.29 -2.06 -3.17
H -4.93 -0.98 2.85
H 4.08 -0.58 -5.02
H 0.77 -6.03 3.57
H 2.98 5.95 1.73
H -1.60 3.52 -1.81
H 0.34 -1.15 -5.32
H -4.16 -0.72 -1.68
H -2.87 -2.62 2.28
H 1.34 5.44 3.64
H 1.89 -1.52 -6.07
H -0.01 3.77 -3.70
H 2.43 1.86 3.07
H -3.80 0.36 2.81